Density functional theory data (wB97M-V/def2-TZVPD) for a 13-piece molecular cluster, C3H32N2O13 overall.

The geometry in XYZ format:
```
50
Properties=species:S:1:pos:R:3:mulliken_charge:R:1
C 1.97434 1.61390 -0.11618 -1.3002
N 0.82922 2.11258 0.67642 0.0205
C -0.43462 2.25389 -0.07654 -0.3203
C -1.37394 1.07974 -0.49074 0.4140
N -1.05853 -0.11854 0.21187 0.0317
O -2.22929 1.10571 -1.29624 -0.6982
H 2.06239 0.59656 -0.37984 0.3987
H 2.72860 1.71376 0.58301 0.6069
H 1.89979 2.30310 -0.97366 0.2412
H 0.98992 1.61952 1.56412 0.2080
H -0.37045 2.87192 -0.95855 0.3833
H -1.19932 2.63151 0.66395 -0.1544
H -0.05773 -0.27307 0.55668 0.0663
H -1.62389 -0.96159 -0.22347 0.3558
H 0.58671 0.94599 -3.32509 0.3048
H 1.93305 1.69121 -3.48088 0.2714
O 1.42852 0.93610 -3.20572 -0.5223
H 0.12022 -2.77935 3.57171 0.2540
H -0.78150 -3.10104 2.37688 0.3282
O -0.27772 -2.29465 2.76170 -0.5412
H 0.39875 -2.18424 -2.74156 0.2789
H 0.14538 -1.51230 -4.35213 0.3279
O 0.41546 -2.22723 -3.67156 -0.5844
H -1.34246 4.32774 1.67980 0.3150
H -0.48683 3.54854 2.77302 0.3181
O -0.54701 4.29229 2.20171 -0.6286
H 1.43742 1.81536 4.18525 0.3250
H 2.70440 2.09321 3.29832 0.3226
O 2.20753 1.38987 3.68977 -0.6118
H 3.53982 -1.59246 -0.39328 0.3184
H 3.85614 -2.73214 0.57151 0.2765
O 3.98434 -1.83874 0.43886 -0.5888
H -1.96898 0.75806 -4.47232 0.2777
H -1.05635 -0.54446 -4.03233 0.2146
O -1.15017 0.26460 -4.49580 -0.6477
H 2.77768 -0.12032 1.53788 0.3208
H 1.71706 -0.70717 2.34857 0.1944
O 2.06176 -0.81500 1.52663 -0.5846
H -3.20957 -0.98445 -2.49792 0.2905
H -1.96883 -0.18067 -2.19025 0.3571
O -2.23862 -1.12136 -2.51897 -0.6928
H -0.10562 0.21943 2.95738 0.2920
H -1.51059 0.01788 2.32380 0.2637
O -0.91679 0.64558 2.83235 -0.6285
H -1.13895 -4.24753 -1.76387 0.3069
H -2.11020 -3.04717 -1.78518 0.3291
O -1.93022 -3.84258 -1.34308 -0.6217
H -2.18437 -1.57255 1.70468 0.3286
H -3.62748 -1.85758 2.08750 0.2422
O -2.89849 -2.19187 1.66178 -0.6593
```

- relative energy (zero: lowest compared OMol25 entry of this formula, charge and spin) (kJ/mol) = 611.60
- 2S+1 = 1
- E_LUMO (Eh) = 0.0012